Formula: C74H170O37S6
Source: the Open Molecules 2025 dataset
Level of theory: ωB97M-V with the def2-TZVPD basis set

The HOMO-LUMO gap is 9.120 eV. The calculation puts the energy at -8093.76131 Eh. Its maximum force is 3.779 eV/Å.

Structure (XYZ):
```
287
C74H170O37S6 | the Open Molecules 2025 dataset | ωB97M-V with the def2-TZVPD basis set
C -7.57401 -2.07683 1.79347
O -7.26338 -3.41584 2.01665
C -5.93005 -3.79571 2.44415
C -4.94597 -3.59143 1.28859
O -4.96602 -4.79293 0.47092
C -4.48035 -4.59987 -0.85828
C -4.03553 -5.91560 -1.35670
O -2.75302 -6.24716 -0.91194
C -1.81897 -6.11572 -1.95716
H -7.46111 -1.47087 2.72925
H -8.60381 -2.06989 1.51465
H -7.03068 -1.51911 0.98487
H -5.97241 -4.86074 2.63594
H -5.59656 -3.27895 3.34337
H -3.94286 -3.31939 1.66669
H -5.19482 -2.66809 0.68104
H -3.59232 -3.98385 -0.89808
H -5.23868 -4.13963 -1.46224
H -3.94349 -5.91894 -2.43961
H -4.80486 -6.64438 -1.01817
H -0.83033 -6.42603 -1.51462
H -1.77649 -5.07269 -2.33649
H -2.00832 -6.84298 -2.74717
C 2.19706 -8.10401 -2.77212
O 3.41521 -7.49460 -2.38428
C 4.52493 -8.21369 -2.81846
C 5.70782 -7.25320 -2.91104
O 5.49774 -6.38411 -3.98643
C 6.53073 -5.49904 -4.18444
C 6.41418 -4.73943 -5.50987
O 7.36717 -3.68257 -5.62865
C 7.39512 -2.78682 -4.51061
H 1.37345 -7.39916 -2.66691
H 2.09414 -8.96101 -2.07956
H 2.36811 -8.39002 -3.83412
H 4.40434 -8.66789 -3.81439
H 4.64240 -9.03858 -2.14409
H 6.64311 -7.77664 -3.14559
H 5.75378 -6.65665 -2.01307
H 7.53446 -6.02682 -4.29771
H 6.58497 -4.79162 -3.34078
H 5.38267 -4.38461 -5.66817
H 6.70046 -5.49214 -6.27350
H 7.94887 -3.23690 -3.63748
H 6.34708 -2.56207 -4.30669
H 7.71362 -1.86917 -4.84043
C 2.50963 7.92399 -0.64629
O 1.69493 6.86444 -0.89367
C 0.39312 7.08833 -1.43393
C -0.25433 5.79306 -1.87319
O -1.01481 5.37356 -0.76991
C -1.82940 4.21044 -0.97575
C -3.14765 4.49684 -1.61866
O -3.01147 4.47910 -3.06126
C -4.18215 5.17035 -3.62227
H 3.41419 7.55436 -0.10203
H 2.10049 8.75429 -0.02915
H 2.74255 8.33680 -1.61159
H 0.46480 7.77508 -2.29869
H -0.29349 7.59045 -0.72956
H 0.41704 4.99932 -2.21615
H -0.96278 5.96624 -2.66817
H -2.07148 3.77334 -0.02399
H -1.37631 3.46579 -1.55006
H -3.73354 5.40971 -1.19903
H -3.70037 3.60340 -1.42644
H -5.06620 4.86182 -3.15881
H -4.20494 4.96329 -4.69668
H -4.12336 6.21199 -3.42817
C 1.26894 -1.62614 -0.83034
C 1.10022 -0.06901 -0.71914
C -0.24725 0.26200 -0.13199
S -1.30231 -1.17620 -0.47037
O -2.45764 -0.90745 -1.31976
O -1.33186 -1.95222 0.73655
C -0.07901 -2.08955 -1.44596
H 1.30066 -1.95395 0.20330
H 2.12464 -1.98092 -1.34657
H 1.10330 0.29449 -1.71169
H 1.87221 0.42066 -0.11363
H -0.70002 1.15084 -0.51565
H -0.05837 0.36618 0.94664
H -0.10870 -1.74894 -2.45684
H -0.39395 -3.09019 -1.16134
C 3.78006 4.64608 1.75730
C 3.08810 4.59313 0.38151
C 2.68046 3.16022 0.18862
S 1.81972 2.75307 1.80315
O 2.05114 1.35529 2.17545
O 0.44864 3.18232 1.76359
C 2.84315 3.92617 2.70724
H 3.92007 5.68416 2.09885
H 4.76227 4.10679 1.71593
H 3.67354 5.01517 -0.42731
H 2.21978 5.24259 0.30915
H 3.64813 2.54269 0.05207
H 2.04311 2.99566 -0.67957
H 3.44315 3.27174 3.32012
H 2.23624 4.65721 3.26898
C -4.57020 0.25293 -4.83750
C -6.05324 -0.14986 -4.54988
C -6.39216 0.03337 -3.08057
S -5.55021 1.51095 -2.62437
O -5.41633 1.56155 -1.21107
O -6.15917 2.63660 -3.34551
C -4.02736 1.12027 -3.64463
H -4.37347 0.86793 -5.68493
H -4.05261 -0.66321 -4.92084
H -6.17987 -1.21049 -4.87908
H -6.79814 0.38812 -5.17941
H -5.91417 -0.65084 -2.33577
H -7.45985 0.02751 -2.80845
H -3.48114 0.47550 -2.96985
H -3.51155 1.99427 -3.98788
C 4.60391 0.09050 -4.26829
C 4.01292 0.83353 -5.46243
C 3.88628 2.33155 -5.01236
S 3.43091 2.22065 -3.28771
O 2.00819 2.44512 -3.28907
O 4.39269 3.01999 -2.49432
C 3.82955 0.44614 -3.03497
H 5.59068 0.51729 -4.10815
H 4.77869 -0.95194 -4.51146
H 2.99682 0.44691 -5.63796
H 4.70103 0.64121 -6.28709
H 3.06588 2.85940 -5.48245
H 4.84101 2.80659 -5.15626
H 2.85363 -0.10476 -2.90052
H 4.27641 0.24398 -2.04840
C -1.39241 3.94364 5.60715
C -0.44233 3.66271 4.50067
C -0.16781 2.16258 4.51874
S 0.16532 1.85166 6.21349
O 1.54069 2.20422 6.46409
O -0.25023 0.52676 6.59589
C -0.91764 3.17486 6.84580
H -2.40812 3.65972 5.35670
H -1.46838 5.00010 5.91794
H 0.47496 4.17680 4.83418
H -0.71363 3.97638 3.54920
H 0.64555 1.83474 3.93623
H -1.10855 1.76954 4.16823
H -0.36492 3.73915 7.58624
H -1.76626 2.62355 7.29384
C -7.47173 3.70100 1.36022
C -7.71579 3.94586 -0.16090
C -9.00515 3.15301 -0.44762
S -8.86230 1.58684 0.55046
O -8.52224 0.48218 -0.38856
O -9.95327 1.45339 1.50813
C -7.49849 2.16357 1.52598
H -8.29746 4.18175 1.92061
H -6.51984 4.14962 1.66127
H -6.92296 3.56326 -0.87243
H -7.74182 4.99175 -0.46575
H -9.23949 2.82992 -1.42649
H -9.88039 3.59640 -0.02636
H -6.60915 1.72760 1.00910
H -7.71321 1.90068 2.53453
C 2.24532 6.18281 6.65383
O 1.73627 6.42339 5.42721
C 1.50311 7.79245 5.14056
C 1.04826 7.77610 3.73747
O 0.01209 6.79977 3.58669
C -0.24112 6.48023 2.19704
H 3.27479 6.56996 6.67361
H 2.14397 5.09764 6.79876
H 1.76164 6.80031 7.46407
H 2.39100 8.40678 5.38004
H 0.68777 8.27643 5.69957
H 1.73533 7.48363 2.97504
H 0.61627 8.75403 3.57006
H 0.67747 6.37094 1.66759
H -0.86695 7.25206 1.79936
H -0.77085 5.51867 2.19051
C -0.51412 -1.56888 3.80129
O 0.57788 -1.30388 2.85603
C 1.87139 -1.44352 3.45810
C 2.32937 -2.92936 3.54269
O 1.26810 -3.78953 3.99445
C 1.71726 -5.02954 4.41579
H -1.40417 -1.80986 3.26386
H -0.68108 -0.66719 4.40183
H -0.18783 -2.46832 4.37469
H 2.01594 -0.94495 4.45405
H 2.55842 -0.91665 2.78902
H 3.17606 -3.03079 4.18516
H 2.67624 -3.24326 2.55054
H 2.37217 -5.45396 3.66186
H 0.84451 -5.60723 4.66465
H 2.24610 -4.90922 5.36154
C 4.81429 -0.08453 6.03625
O 3.96227 -1.19341 6.17122
C 3.04870 -0.91277 7.28547
C 1.91117 -1.92135 7.50119
O 2.33145 -3.12633 8.19631
C 1.28596 -4.05568 8.29078
H 4.26568 0.76793 5.64295
H 5.66322 -0.30031 5.39799
H 5.17507 0.12761 7.07709
H 2.48396 0.03194 7.00469
H 3.63951 -0.74376 8.25120
H 1.50829 -2.27679 6.51049
H 1.19087 -1.33240 8.09350
H 1.16662 -4.72807 7.46916
H 0.32679 -3.64526 8.35995
H 1.44806 -4.56343 9.23908
C 2.74169 -4.60675 -3.59806
O 2.48448 -3.44072 -4.30556
C 1.17340 -3.32365 -4.86823
C 1.20006 -2.05440 -5.60386
O 0.90953 -0.93007 -4.74770
C 0.43604 0.19098 -5.37683
H 3.78681 -4.51273 -3.28590
H 2.59709 -5.51967 -4.18481
H 2.12623 -4.62013 -2.73661
H 0.47607 -3.36770 -3.99577
H 0.97972 -4.19955 -5.55258
H 0.44273 -1.97220 -6.33431
H 2.19365 -1.86099 -6.08843
H 0.40536 0.97082 -4.62349
H -0.59293 0.07972 -5.81054
H 1.00679 0.38270 -6.26497
C -3.77013 -0.88272 3.87257
O -3.33051 0.33802 3.36869
C -3.56823 0.34778 1.95524
C -3.01904 1.59308 1.31733
O -3.86507 2.72856 1.46522
C -3.66341 3.55535 2.56574
H -3.29682 -1.79937 3.39239
H -4.83481 -1.01790 3.70296
H -3.51443 -0.89366 4.93349
H -4.63804 0.26601 1.81671
H -3.05207 -0.49230 1.53671
H -2.93078 1.45987 0.20992
H -1.99886 1.83204 1.71152
H -4.34760 4.46851 2.47097
H -2.63149 3.91300 2.70571
H -3.83281 3.06535 3.47808
C -2.26425 0.35157 -8.65074
O -2.32350 1.26985 -7.62074
C -1.60929 2.42740 -7.88356
C -1.53203 3.28240 -6.66559
O -0.67644 4.41033 -6.95982
C -0.64987 5.16089 -5.76266
H -2.91753 -0.43965 -8.37495
H -1.21105 -0.03369 -8.64624
H -2.52375 0.68575 -9.64477
H -2.08651 3.00553 -8.66708
H -0.68107 2.13739 -8.39241
H -1.02194 2.75387 -5.78583
H -2.53136 3.53211 -6.41603
H 0.33394 5.64325 -5.66862
H -0.87468 4.45940 -4.91564
H -1.39040 5.97731 -5.74828
C -1.79957 -7.05046 2.80084
O -0.59406 -6.55937 2.34997
C -0.64511 -5.24258 1.89542
C 0.62224 -4.87088 1.23324
O 0.65651 -5.26496 -0.11519
C 2.04575 -5.40337 -0.47738
H -2.65756 -6.61939 2.16123
H -2.01448 -6.79767 3.80467
H -1.71107 -8.12893 2.88004
H -0.81052 -4.53649 2.70094
H -1.42707 -5.12242 1.14856
H 1.40162 -5.35230 1.80578
H 0.70655 -3.69775 1.17478
H 1.99980 -6.07438 -1.32755
H 2.53963 -5.94920 0.33621
H 2.58155 -4.44334 -0.58767
C 6.78829 -2.65719 3.24975
O 6.56532 -1.77864 2.16886
C 5.13227 -1.45773 2.05399
C 4.86792 -0.40084 1.02647
O 4.43244 -1.02122 -0.19467
C 5.46899 -1.60146 -0.95195
H 7.84594 -2.71952 3.29987
H 6.30007 -3.58067 3.16833
H 6.41706 -2.15581 4.18331
H 4.90319 -1.05312 3.08721
H 4.54993 -2.39558 1.87345
H 5.81078 0.11538 0.82978
H 4.08829 0.28799 1.42044
H 6.18939 -2.15414 -0.35863
H 6.02426 -0.67555 -1.41346
H 5.07397 -2.16640 -1.80862
```

Results of the Mulliken charge analysis, in e, for atoms 1 through 5: number 1, C, carries -0.294; number 2, O, carries -0.447; number 3, C, carries -0.752; number 4, C, carries 1.696; number 5, O, carries -0.513